A molecular structure, C43H49NO2PS2Ta. Source: OMol25; level of theory: wB97M-V/def2-TZVPD.

The geometry in XYZ format:
```
99
Properties=species:S:1:pos:R:3
Ta 0.127 -0.257 -0.126
C -2.327 -0.276 1.458
C -2.922 0.940 1.247
C -3.096 1.142 -0.177
C -2.613 0.054 -0.850
C -2.062 -0.912 0.151
C -2.482 -2.370 0.001
C -2.839 -0.239 -2.304
C -3.819 2.309 -0.760
C -3.427 1.886 2.281
C -2.104 -0.938 2.783
H -3.565 -2.413 -0.135
H -2.233 -2.946 0.892
H -2.017 -2.863 -0.854
H -3.909 -0.364 -2.490
H -2.347 -1.152 -2.620
H -2.497 0.578 -2.942
H -4.887 2.221 -0.545
H -3.694 2.364 -1.839
H -3.479 3.245 -0.311
H -3.020 2.891 2.137
H -3.184 1.549 3.287
H -4.513 1.973 2.205
H -3.056 -1.286 3.194
H -1.668 -0.251 3.508
H -1.438 -1.795 2.690
O 1.844 0.343 -1.615
N 2.134 -0.239 -2.778
C 3.156 0.256 -3.503
C 3.531 -0.336 -4.677
C 2.837 -1.466 -5.116
C 1.786 -1.944 -4.368
C 1.425 -1.314 -3.175
S 0.108 -1.846 -2.216
H 3.645 1.123 -3.085
H 4.354 0.075 -5.242
H 3.121 -1.962 -6.034
H 1.219 -2.810 -4.678
C 5.520 -3.691 -1.467
C 4.731 -4.633 -0.823
C 3.522 -4.264 -0.254
C 3.106 -2.935 -0.322
C 3.906 -1.988 -0.959
C 5.105 -2.369 -1.539
P 1.609 -2.378 0.548
C 0.576 -3.848 0.784
C 0.307 -4.670 -0.314
C -0.468 -5.805 -0.147
C -0.984 -6.117 1.105
C -0.744 -5.283 2.188
C 0.032 -4.146 2.031
C 2.209 -1.908 2.187
C 3.131 -2.658 2.876
C 3.580 -2.244 4.141
C 3.086 -1.097 4.696
C 2.124 -0.313 4.017
C 1.590 0.861 4.596
C 0.662 1.603 3.920
C 0.246 1.214 2.635
C 0.738 0.087 2.005
C 1.686 -0.706 2.721
H 6.467 -3.984 -1.901
H 5.060 -5.662 -0.759
H 2.913 -5.008 0.241
H 3.600 -0.949 -0.966
H 5.720 -1.632 -2.039
H 0.710 -4.424 -1.287
H -0.667 -6.452 -0.992
H -1.572 -7.016 1.236
H -1.161 -5.524 3.156
H 0.232 -3.501 2.879
H 3.515 -3.573 2.444
H 4.316 -2.839 4.665
H 3.428 -0.769 5.669
H 1.919 1.147 5.588
H 0.233 2.491 4.367
H -0.505 1.819 2.139
C 0.514 5.662 1.520
C -0.276 4.673 0.665
C 0.366 4.410 -0.702
S 1.103 2.768 -0.922
O -0.016 1.830 -0.371
C 2.328 2.756 0.420
C 3.511 3.681 0.144
C 4.298 3.277 -1.105
H -0.007 5.856 2.456
H 0.619 6.615 1.000
H 1.513 5.297 1.762
H -1.277 5.071 0.504
H -0.405 3.728 1.198
H 1.172 5.112 -0.927
H -0.358 4.472 -1.515
H 2.658 1.716 0.471
H 1.793 3.000 1.336
H 4.167 3.638 1.014
H 3.172 4.715 0.057
H 4.736 2.286 -0.968
H 5.106 3.980 -1.301
H 3.650 3.258 -1.984
```

charge: +2
relative energy (zero: lowest compared OMol25 entry of this formula, charge and spin): 217.7 kJ/mol
energy: -83469.39332 eV

---

A molecular structure, C43H50Br3CaClN2NaO9P. Source: OMol25; level of theory: wB97M-V/def2-TZVPD.

The geometry in XYZ format:
```
111
Properties=species:S:1:pos:R:3
C -4.527 0.766 2.183
C -3.351 1.316 1.662
C -2.018 1.721 0.756
C -1.848 3.301 0.352
C -2.862 4.523 0.802
C -2.171 5.525 1.900
O -3.004 6.148 2.770
C -0.577 5.884 2.035
C 0.265 5.398 3.396
C 1.879 5.797 3.575
C 2.736 6.629 2.432
C 1.917 7.101 1.091
C 0.314 6.746 0.938
C -0.562 3.709 -0.580
C 0.528 2.531 -1.028
C 0.363 0.936 -0.564
C -0.946 0.512 0.323
P -1.370 -1.239 0.914
C -1.505 -2.528 -0.470
C -3.083 -2.988 -0.780
C -0.398 -1.815 2.436
C 0.982 -2.646 2.139
C 1.506 -0.146 -1.008
O 1.504 -1.463 -0.803
C 2.864 0.457 -1.776
C 4.167 -0.526 -2.144
C 5.534 0.103 -2.875
C 5.682 1.708 -3.271
C 4.386 2.662 -2.955
C 3.032 2.037 -2.232
C 1.793 3.076 -1.965
O 1.784 4.329 -2.464
H -5.506 0.319 2.654
H -3.265 5.150 -0.125
H -3.840 4.067 1.311
H -0.256 4.799 4.283
H 2.486 5.488 4.550
H 3.872 6.915 2.510
H 2.444 7.703 0.213
H -0.217 7.118 -0.055
H -0.391 4.809 -0.940
H -0.971 -3.530 -0.116
H -1.046 -2.229 -1.505
H -3.384 -2.762 -1.913
H -3.212 -4.138 -0.506
H -3.753 -2.345 -0.052
H -0.264 -0.883 3.158
H -1.109 -2.563 3.038
H 1.001 -3.222 1.119
H 1.906 -1.912 2.283
H 1.091 -3.462 2.996
H 4.198 -1.680 -1.920
H 6.480 -0.573 -3.113
H 6.628 2.198 -3.758
H 4.447 3.819 -3.244
Na 2.719 -2.387 0.492
Br -7.253 1.097 7.207
C -5.698 2.234 6.898
C -5.423 2.394 5.421
Br -4.568 0.802 4.686
H -4.864 1.792 7.450
H -5.957 3.197 7.348
H -4.711 3.205 5.247
H -6.325 2.574 4.829
Cl 1.166 -4.327 4.679
Ca -2.848 -2.411 3.474
C -3.351 -2.716 7.919
O -3.400 -2.218 6.805
N -4.171 -2.344 8.918
N -2.472 -3.681 8.246
H -4.145 -2.742 9.842
H -4.847 -1.620 8.714
H -1.837 -3.990 7.523
H -2.417 -4.103 9.158
C 4.137 -9.816 0.048
O 3.844 -8.569 -0.580
C 2.529 -8.236 -0.572
O 1.624 -8.898 -0.089
O 2.395 -7.038 -1.196
C 1.053 -6.559 -1.264
H 5.216 -9.981 -0.016
H 3.855 -9.791 1.106
H 3.632 -10.637 -0.470
H 0.647 -6.404 -0.259
H 0.425 -7.250 -1.835
H 1.064 -5.596 -1.782
Br 0.726 -1.574 4.546
C 2.986 3.526 -6.744
C 3.338 3.904 -8.040
C 3.322 5.250 -8.403
C 2.964 6.221 -7.467
C 2.615 5.843 -6.170
C 2.622 4.496 -5.810
H 2.995 2.477 -6.462
H 3.624 3.148 -8.767
H 3.590 5.544 -9.414
H 2.956 7.270 -7.748
H 2.337 6.600 -5.440
H 2.345 4.202 -4.801
C -2.732 -6.354 -4.129
C -1.777 -5.237 -3.804
O -1.257 -5.144 -2.694
C -1.483 -4.237 -4.891
H -2.849 -6.998 -3.251
H -3.710 -5.942 -4.393
H -2.337 -6.953 -4.953
H -2.405 -3.731 -5.189
H -1.032 -4.742 -5.748
H -0.778 -3.488 -4.514
O 1.863 8.967 -4.990
H 1.705 8.320 -4.327
```

energy: -321562.42635 eV